Entry 1:
Computed, not measured: a single C4H9ClOS molecule, with ωB97M-V/def2-TZVPD.

LUMO energy	0.50	eV
energy above the lowest of the compared OMol25 structures with the same formula, charge and spin	23.54	kcal/mol
SMILES	OC[C@@H](Cl)CCS
electronic energy	-29697.7128	eV

Structure (ORCA input):
```
! RIJCOSX wB97M-V def2-TZVPD def2/J DEFGRID3
* xyz 0 1
O -0.58495 -0.24110 -1.89624
C 0.78066 0.13901 -1.52107
C 0.76064 1.00760 -0.32895
Cl -0.15138 2.50393 -0.54090
C 0.46157 0.29097 1.01195
C -0.89221 -0.36600 1.30563
S -0.96125 -2.09552 0.53791
H -0.95721 -0.93809 -1.16815
H 1.44684 0.51699 -2.33860
H 1.34518 -0.80920 -1.16615
H 1.83766 1.45435 -0.15380
H 0.55914 1.12160 1.84389
H 1.36719 -0.32194 1.00642
H -1.72582 0.08452 0.72627
H -0.92580 -0.33716 2.40860
H -2.36027 -2.00998 0.27319
*
```

Entry 2:
Computed, not measured: a molecular structure, C20H58N2O10, with ωB97M-V/def2-TZVPD.

LUMO energy	0.03	eV
energy above the lowest of the compared OMol25 structures with the same formula, charge and spin	594.28	kcal/mol
electronic energy	-45108.2268	eV

Structure (ORCA input):
```
! RIJCOSX wB97M-V def2-TZVPD def2/J DEFGRID3
* xyz 0 1
C -12.69767 23.41661 -19.87986
O -12.54164 22.08359 -20.38581
C -11.49704 22.05911 -21.36711
C -11.34565 20.64886 -21.99481
N -12.53075 20.52548 -22.83363
C -12.72568 19.21513 -23.46779
C -13.79405 19.40519 -24.55742
O -15.07697 19.65833 -23.95800
C -15.85561 20.56228 -24.70001
H -13.54278 23.52662 -19.20030
H -12.89153 24.08531 -20.71852
H -11.84030 23.74503 -19.29236
H -10.57892 22.26079 -20.81532
H -11.58951 22.81245 -22.14943
H -11.14845 19.93176 -21.19795
H -10.47597 20.64715 -22.65188
H -13.39337 20.77053 -22.36895
H -13.06683 18.49879 -22.72041
H -11.82770 18.80180 -23.92704
H -13.90489 18.49142 -25.14123
H -13.51121 20.15360 -25.29768
H -15.95526 20.19223 -25.72042
H -15.25354 21.46123 -24.83225
H -16.81525 20.72924 -24.21080
C -11.67955 21.10728 -17.67757
O -10.65144 21.49833 -18.53340
C -9.46565 21.75545 -17.86288
C -8.35655 22.05979 -18.92163
N -8.87819 23.10659 -19.82645
C -7.87461 23.49781 -20.84672
C -8.64985 24.31756 -21.93021
O -9.83733 23.61211 -22.31277
C -10.72559 24.36602 -23.06431
H -11.98867 21.99201 -17.12099
H -11.35805 20.32218 -16.99321
H -12.60026 20.85340 -18.20288
H -9.25655 20.77764 -17.42898
H -9.55526 22.39272 -16.98313
H -8.17520 21.15726 -19.50529
H -7.38513 22.35585 -18.52567
H -9.68382 22.67144 -20.25271
H -7.67683 22.60215 -21.43560
H -6.94062 23.97346 -20.54752
H -7.97793 24.44779 -22.77854
H -8.91164 25.31802 -21.58577
H -10.21920 25.01956 -23.77463
H -11.48340 24.93655 -22.52736
H -11.21728 23.58415 -23.64311
O -9.41129 18.47012 -21.77022
H -9.97764 18.39835 -21.00189
H -8.53282 18.28331 -21.43912
O -11.61055 17.16910 -17.46459
H -11.85152 17.31306 -18.37971
H -10.82471 16.62416 -17.50622
C -7.77478 19.37054 -17.14956
C -8.85190 18.35431 -16.98637
O -9.30129 18.44930 -15.62987
H -6.90675 19.14782 -16.52907
H -8.23366 20.27945 -16.76046
H -7.44321 19.64293 -18.15155
H -8.41903 17.37398 -17.18551
H -9.69615 18.53343 -17.65214
H -10.25301 18.34224 -15.69593
C -9.67660 19.73903 -19.47198
C -10.42707 18.46335 -19.15918
O -10.95395 17.93485 -20.29639
H -8.83474 19.63588 -20.15662
H -9.33043 20.17491 -18.53482
H -10.32202 20.40642 -20.04305
H -11.16188 18.72340 -18.39726
H -9.74227 17.73149 -18.73077
H -11.63894 17.29114 -20.10142
C -12.94578 17.19796 -21.20113
C -13.11251 17.08484 -19.68670
O -11.81627 16.70606 -19.29566
H -12.14582 17.82766 -21.59052
H -13.84528 17.57182 -21.69024
H -12.71601 16.22742 -21.64085
H -13.92477 16.52728 -19.22036
H -13.26139 18.07192 -19.24897
H -11.67403 15.78168 -19.51221
C -9.01212 16.33466 -19.33501
C -9.09538 15.43572 -18.07267
O -10.16645 15.89360 -17.22977
H -10.01141 16.60437 -19.67673
H -8.58165 15.85507 -20.21409
H -8.48874 17.28626 -19.24210
H -8.14048 15.28995 -17.56768
H -9.41717 14.42112 -18.30748
H -10.24606 15.34870 -16.44342
*
```

Entry 3:
Computed, not measured: a molecular structure, C28H35F3I2N3OPSTi, with ωB97M-V/def2-TZVPD.

LUMO energy (alpha / beta)	0.11 / 0.17	eV
energy above the lowest of the compared OMol25 structures with the same formula, charge and spin	4.73	kcal/mol
expectation value of S²	2.006
electronic energy	-103719.0649	eV

Structure (ORCA input):
```
! RIJCOSX wB97M-V def2-TZVPD def2/J DEFGRID3
* xyz 0 3
Ti 0.52375 0.13054 -0.59097
I 6.80859 -2.33333 -4.30272
C 5.38673 -1.48214 -3.02989
C 5.56532 -1.52577 -1.65938
C 4.61605 -0.96687 -0.81750
I 4.89643 -1.13000 1.23649
C 3.45685 -0.32749 -1.30807
O 2.55647 0.21196 -0.53783
C 3.30085 -0.31795 -2.72180
C 2.09289 0.35375 -3.30324
N 0.82095 -0.22717 -2.81208
C 0.62915 -1.64366 -3.13565
C 0.68642 -2.54404 -1.92198
C 0.75349 -3.92034 -2.10564
C 0.86956 -4.74934 -1.00543
C 0.94288 -4.17040 0.25034
C 0.85787 -2.79227 0.34300
N 0.67681 -1.98773 -0.70704
C 4.24929 -0.88434 -3.55353
H 6.43963 -2.00377 -1.23839
H 2.06358 1.40771 -3.02722
H 2.14393 0.28637 -4.39470
H 0.07239 0.31139 -3.23180
H -0.33008 -1.78697 -3.63827
H 1.40171 -1.98965 -3.82798
H 0.73718 -4.32092 -3.11168
H 0.91622 -5.82396 -1.12744
H 1.06906 -4.75897 1.14828
H 0.91247 -2.30058 1.30759
H 4.10159 -0.85297 -4.62741
F -3.93284 4.16110 -3.21190
C -2.73629 3.81899 -2.68044
F -1.81025 4.12523 -3.60237
F -2.54412 4.62805 -1.62732
C -2.70852 2.36881 -2.29960
C -3.81735 1.58710 -2.52856
C -3.81213 0.24135 -2.17112
C -2.67636 -0.25984 -1.57802
N -1.60104 0.48798 -1.33287
C -1.55985 1.80035 -1.69160
S -0.09080 2.60822 -1.33418
H -4.69325 2.02579 -2.98642
H -4.67467 -0.38500 -2.34924
H -2.60547 -1.29490 -1.26112
C -1.23617 3.46824 2.10415
C -1.82733 2.07615 2.32952
C -3.09341 1.88846 1.49370
P -0.57680 0.73606 2.02271
C -1.32685 -0.76116 2.85666
C -2.08333 -1.61606 1.83385
C -2.22231 -0.51871 4.07324
C 0.83954 1.25772 3.10420
C 1.97034 0.24220 2.97760
C 0.54225 1.57178 4.56858
H -2.02261 4.21810 2.22334
H -0.82912 3.56735 1.09663
H -0.44801 3.69996 2.82128
H -2.10697 1.99330 3.38269
H -2.88422 2.00228 0.42986
H -3.82935 2.64819 1.76882
H -3.55370 0.91190 1.64706
H -0.44730 -1.32771 3.18442
H -3.02192 -1.14138 1.54244
H -2.33049 -2.59234 2.25966
H -1.50239 -1.77366 0.92554
H -3.15228 -0.02691 3.77936
H -1.74602 0.09363 4.83372
H -2.49398 -1.47364 4.53080
H 1.17258 2.17628 2.61156
H 1.70672 -0.71724 3.43368
H 2.86680 0.60222 3.48794
H 2.23437 0.07405 1.93325
H 0.32222 0.65950 5.12526
H -0.29497 2.26017 4.69083
H 1.41960 2.02693 5.03438
*
```

Entry 4:
Computed, not measured: 8 unconnected molecules or ions with the total composition C43H87F5N10O7S3, with ωB97M-V/def2-TZVPD.

LUMO energy (alpha / beta)	-9.92 / -14.80	eV
expectation value of S²	0.763
electronic energy	-121274.2579	eV

Structure (ORCA input):
```
! RIJCOSX wB97M-V def2-TZVPD def2/J DEFGRID3
* xyz 5 2
C -0.14433 0.83117 -1.91238
F 1.13029 0.43801 -1.83356
F -0.28444 1.88545 -2.75703
F -0.71874 -0.22343 -2.56877
S -0.94761 1.03074 -0.13981
O -0.88904 -0.25396 0.51763
O -0.06533 2.07784 0.53155
O -2.38087 1.49830 -0.30443
C 4.02870 4.22578 0.81307
C 2.67989 3.75785 1.51742
N 2.10735 4.81135 2.39387
C 0.75375 5.25722 2.40952
C 0.68361 6.06892 3.53158
N 1.81986 6.11403 4.29792
C 2.79121 5.37391 3.52173
C 1.95415 6.86557 5.49430
H 4.45239 3.51898 0.09961
H 4.82932 4.59363 1.45477
H 3.77585 5.10161 0.21550
H 2.99113 2.91152 2.12976
H 1.92878 3.53087 0.76084
H -0.00202 4.93856 1.70691
H -0.24541 6.44203 3.93668
H 3.86888 5.39442 3.58968
H 1.11413 6.69381 6.16733
H 2.13412 7.90925 5.23652
H 2.85736 6.54128 6.01115
C -4.54886 4.64024 -2.47625
C -3.63191 4.82285 -1.26539
N -2.28962 5.21097 -1.49717
C -1.38798 4.69426 -2.40431
C -0.20822 5.38752 -2.42184
N -0.31022 6.31582 -1.42077
C -1.54323 6.13637 -0.75226
C 0.64310 7.33275 -1.04058
H -4.44831 5.60951 -2.96462
H -5.53779 4.56416 -2.02421
H -4.30597 3.83892 -3.17411
H -3.61720 3.86089 -0.75303
H -4.11669 5.47740 -0.54105
H -1.82822 3.88547 -2.96863
H 0.76233 5.23005 -2.86865
H -1.90837 6.99017 -0.20080
H 0.15191 8.21880 -0.63841
H 1.28003 7.60968 -1.88066
H 1.37015 6.96773 -0.31514
C -3.09803 -1.28374 -4.16662
C -3.49947 -1.72293 -2.84045
N -4.83575 -1.17826 -2.46753
C -4.96228 -0.04009 -1.73836
C -6.24183 0.22776 -1.46708
N -6.96954 -0.70073 -2.16432
C -6.11916 -1.59010 -2.75212
C -8.36548 -0.82065 -2.21411
H -3.92127 -1.61436 -4.79991
H -2.23574 -1.82657 -4.55378
H -3.24562 -0.20398 -4.18786
H -2.85432 -1.32785 -2.05574
H -3.62240 -2.80133 -2.74021
H -4.03089 0.43891 -1.47476
H -6.79379 0.96654 -0.90498
H -6.27432 -2.43702 -3.40408
H -8.80931 -1.63360 -1.63946
H -8.68722 -1.03719 -3.23279
H -8.66360 0.18998 -1.93509
C 4.91807 -3.64835 4.94148
C 3.47341 -3.23227 4.38660
C 3.52770 -2.15803 3.20774
N 2.31595 -2.22101 2.28919
C 2.27325 -1.00682 1.36681
C 2.40406 -3.43651 1.36823
C 1.04074 -4.06730 1.37586
C 0.27650 -3.63376 2.65824
C 0.99285 -2.27076 3.06824
H 5.68553 -2.87544 4.89999
H 5.10630 -4.53842 4.34110
H 4.83903 -3.97236 5.97921
H 2.88819 -2.88180 5.23677
H 2.92858 -4.11365 4.04833
H 4.38249 -2.45898 2.60204
H 3.52983 -1.20255 3.73228
H 1.51916 -1.02603 0.58000
H 3.29188 -0.80225 1.03720
H 1.93174 -0.17918 1.98849
H 2.82644 -3.11913 0.41483
H 3.12466 -4.11923 1.81848
H 0.46800 -3.76641 0.49863
H 1.06187 -5.15702 1.36305
H -0.80241 -3.51654 2.55664
H 0.38376 -4.28344 3.52687
H 0.41337 -1.37028 2.86465
H 1.13057 -2.20316 4.14738
C -0.67675 2.09653 4.51566
C -1.91939 1.20633 4.18923
C -2.93174 1.83880 3.21326
N -4.41432 1.24920 2.84659
C -5.07542 2.25928 1.92933
C -5.25895 0.90843 4.08266
C -6.36518 -0.14704 3.45911
C -5.62365 -0.92242 2.34203
C -4.27107 -0.16085 2.18557
H -0.06892 1.40637 5.10073
H -1.01434 3.02804 4.97001
H -0.00504 2.30582 3.68313
H -2.38651 0.90616 5.12720
H -1.58445 0.31862 3.65269
H -2.51027 1.88112 2.20894
H -3.19358 2.86181 3.48343
H -5.26741 3.18780 2.46700
H -6.08886 1.93934 1.68709
H -4.47011 2.39177 1.03259
H -5.61361 1.66324 4.78450
H -4.68705 0.21423 4.69838
H -7.21531 0.48901 3.21251
H -6.68959 -0.89063 4.18707
H -6.25528 -0.93543 1.45379
H -5.40866 -1.97534 2.52435
H -3.80721 -0.01199 1.21049
H -3.51117 -0.70896 2.74254
C 0.19984 -4.02716 -3.01813
C 1.70801 -3.99112 -3.40190
C 2.24119 -5.32629 -3.68709
N 3.61722 -5.36170 -4.41431
C 4.75385 -4.67643 -3.52314
C 4.04073 -6.77713 -4.56306
C 4.67555 -6.86692 -5.95537
C 4.75618 -5.46821 -6.60334
C 3.61927 -4.71528 -5.84730
H 0.01191 -3.09304 -2.48878
H 0.24003 -4.89613 -2.36135
H -0.41848 -4.20640 -3.89771
H 2.21634 -3.64208 -2.50308
H 1.92134 -3.22429 -4.14659
H 1.61870 -5.73162 -4.48478
H 2.26433 -5.93235 -2.78141
H 5.69229 -4.83027 -4.05584
H 4.83457 -5.12607 -2.53349
H 4.60406 -3.59687 -3.50836
H 4.69415 -7.11789 -3.75992
H 3.16422 -7.39537 -4.36917
H 5.64276 -7.35657 -5.84203
H 4.09481 -7.50349 -6.62292
H 5.71041 -5.03385 -6.30521
H 4.88022 -5.48665 -7.68610
H 3.94596 -3.69687 -5.63703
H 2.64029 -4.71024 -6.32655
N 5.80881 -0.47684 0.13228
S 4.95500 0.35794 -1.05240
O 3.83462 -0.41491 -1.58650
O 5.64324 1.38585 -1.85319
F 4.10890 1.32782 -0.02643
S 6.49171 -1.46790 -0.70469
O 7.63025 -0.97381 -1.51172
O 5.73944 -2.59143 -1.29585
F 7.28324 -2.22870 0.45925
*
```

- Which of these has the highest electronic energy?
  C4H9ClOS

- Among the records above, which one has the highest electronic energy?
  C4H9ClOS

- Look up the electronic energy of the first one.
  -29697.7128 eV

Please write out number 1 again, unchanged.
Computed, not measured: a single C4H9ClOS molecule, with ωB97M-V/def2-TZVPD.

LUMO energy	0.50	eV
energy above the lowest of the compared OMol25 structures with the same formula, charge and spin	23.54	kcal/mol
SMILES	OC[C@@H](Cl)CCS
electronic energy	-29697.7128	eV

Structure (ORCA input):
```
! RIJCOSX wB97M-V def2-TZVPD def2/J DEFGRID3
* xyz 0 1
O -0.58495 -0.24110 -1.89624
C 0.78066 0.13901 -1.52107
C 0.76064 1.00760 -0.32895
Cl -0.15138 2.50393 -0.54090
C 0.46157 0.29097 1.01195
C -0.89221 -0.36600 1.30563
S -0.96125 -2.09552 0.53791
H -0.95721 -0.93809 -1.16815
H 1.44684 0.51699 -2.33860
H 1.34518 -0.80920 -1.16615
H 1.83766 1.45435 -0.15380
H 0.55914 1.12160 1.84389
H 1.36719 -0.32194 1.00642
H -1.72582 0.08452 0.72627
H -0.92580 -0.33716 2.40860
H -2.36027 -2.00998 0.27319
*
```